{"formula": "C2H12NO2", "method": "ωB97M-V/def2-TZVPD", "symbols": ["C", "N", "C", "H", "H", "H", "H", "H", "H", "H", "H", "H", "H", "O", "H", "H", "O"], "xyz": [[-0.3292, -0.5213, 1.0303], [-0.0094, 0.2515, -0.2730], [1.2358, 1.1358, -0.5778], [-1.4450, -0.8028, 0.8144], [0.2462, -1.3582, 1.2366], [-0.4940, 0.1357, 1.9093], [-0.7935, 0.9032, -0.4252], [0.0194, -0.3979, -0.9778], [1.2268, 2.1059, 0.0059], [1.5126, 1.0041, -1.6476], [2.1205, 0.7103, -0.0882], [-2.0112, 2.7238, 0.2993], [-3.0488, 1.5436, -0.1684], [-2.0728, 1.8090, -0.1190], [0.6138, -3.4278, -0.5907], [1.9502, -3.0892, 0.0634], [1.2787, -2.7257, -0.4914]], "atomic_forces_ev_per_a": [[-4.096, 2.496, -0.828], [1.673, 2.073, 2.252], [1.153, -0.949, 2.071], [2.127, -0.078, 0.360], [1.324, -1.232, -0.105], [0.844, -0.025, -0.744], [-0.414, -0.279, 0.082], [-0.147, -2.269, -2.092], [-0.742, -0.693, -1.638], [-0.853, 1.036, 0.653], [-0.310, -0.587, 0.033], [-0.462, -1.757, -0.853], [2.011, 0.856, 0.167], [-2.083, 1.383, 0.713], [0.432, 0.223, 0.002], [0.799, -0.486, 0.528], [-1.257, 0.289, -0.600]], "charge": 1, "spin_multiplicity": 1, "orbital_gap_ev": 12.32, "homo_energy_ev": -15.3984}

***

{"formula": "C3HF3O", "method": "ωB97M-V/def2-TZVPD", "symbols": ["O", "C", "F", "F", "C", "C", "F", "H"], "xyz": [[0.8724, -1.0031, 1.1347], [1.6014, -1.2410, 0.2618], [2.2868, -2.4413, 0.1780], [1.8102, -0.5005, -0.7681], [-1.6521, 1.6230, 0.3961], [-1.7519, 1.1240, -0.6970], [-1.9272, 0.5712, -1.8326], [-1.2396, 1.8677, 1.3271]], "atomic_forces_ev_per_a": [[-0.280, 0.262, 0.724], [0.253, -2.448, 0.475], [-0.700, 2.178, -0.384], [0.720, 0.017, -0.804], [0.184, -0.974, -1.823], [0.014, 0.482, 1.327], [-0.127, 0.073, -0.199], [-0.064, 0.410, 0.684]], "spin_multiplicity": 1, "orbital_gap_ev": 11.11, "homo_energy_ev": -10.5677, "smiles": "O=C(F)F.C#CF"}

***

{"formula": "CH3ClN2O2", "method": "ωB97M-V/def2-TZVPD", "symbols": ["O", "N", "O", "C", "N", "Cl", "H", "H", "H"], "xyz": [[-0.6893, -1.1819, -1.0357], [-0.8939, -0.7766, 0.0437], [-1.6291, -1.2114, 0.8589], [-0.1304, 0.5916, 0.3065], [1.1532, 0.6378, -0.3847], [2.4145, -0.3549, 0.3196], [-0.1902, 0.6589, 1.3174], [-0.9114, 1.1826, -0.0764], [0.8767, 0.4539, -1.3493]], "atomic_forces_ev_per_a": [[0.244, -1.910, -3.291], [1.713, 2.472, 1.000], [-1.341, -0.716, 1.668], [0.848, -2.475, -1.808], [-2.004, 1.005, 1.185], [-1.153, 0.333, -0.752], [0.783, 0.402, 3.052], [-0.246, 1.608, -1.055], [1.155, -0.719, -0.001]], "spin_multiplicity": 1, "orbital_gap_ev": 10.34, "homo_energy_ev": -10.1124, "smiles": "O=[N+]([O-])CNCl"}

***

{"formula": "C32H65ClN4O2", "method": "ωB97M-V/def2-TZVPD", "symbols": ["C", "C", "C", "C", "C", "C", "C", "C", "N", "C", "O", "C", "N", "C", "C", "C", "C", "O", "C", "C", "C", "C", "Cl", "C", "C", "H", "H", "H", "H", "H", "H", "H", "H", "H", "H", "H", "H", "H", "H", "H", "H", "H", "H", "H", "H", "H", "H", "H", "H", "H", "H", "H", "H", "H", "H", "H", "H", "H", "H", "H", "C", "C", "N", "C", "C", "C", "C", "H", "H", "H", "H", "H", "H", "H", "H", "H", "H", "H", "H", "H", "H", "H", "C", "C", "N", "C", "C", "C", "C", "H", "H", "H", "H", "H", "H", "H", "H", "H", "H", "H", "H", "H", "H", "H"], "xyz": [[-3.6517, -2.7262, 2.0912], [-2.8969, -2.7712, 1.1483], [-1.8512, -2.8195, -0.0056], [-1.1697, -4.2446, 0.1200], [-0.9419, -4.7569, 1.5989], [-1.9944, -5.4108, -0.6298], [-1.3014, -5.8750, -1.9917], [-2.1173, -5.4756, -3.3016], [-2.7559, -2.6432, -1.1920], [-3.1558, -1.2712, -1.3364], [-4.0593, -0.8156, -1.9942], [-2.0608, -0.4794, -0.4367], [-2.5280, 0.3689, 0.6652], [-3.5848, 1.3228, 0.2796], [-3.9941, 2.1516, 1.5898], [-3.0466, 3.3809, 1.8734], [-0.8900, -1.5214, -0.2304], [-0.4279, -1.8218, -1.5488], [0.6898, -1.0746, -2.0220], [0.3095, 0.1398, -3.0165], [1.1599, -0.0152, -4.3601], [0.0816, -1.4355, 1.0073], [1.6020, -2.4801, 0.8387], [0.4440, -0.0071, 1.5684], [0.6660, 1.1581, 0.5441], [-4.3506, -2.3931, 2.8939], [-0.1745, -4.2115, -0.4183], [-0.2488, -5.6554, 1.5179], [-1.9049, -5.1741, 2.0187], [-0.4261, -4.0346, 2.2845], [-1.9803, -6.3262, 0.0401], [-3.0681, -5.1301, -0.8132], [-0.2547, -5.4737, -2.1157], [-1.1935, -7.0055, -1.9979], [-2.2400, -6.3166, -4.0352], [-1.5715, -4.6468, -3.8527], [-3.1282, -5.0580, -3.0099], [-2.5357, -3.1888, -2.0237], [-1.7328, 0.3075, -1.1954], [-2.7382, -0.1446, 1.5219], [-4.5316, 0.8581, -0.1086], [-3.1142, 2.0753, -0.4147], [-4.1185, 1.4744, 2.4805], [-5.0190, 2.5834, 1.3618], [-2.9559, 4.0579, 0.9715], [-3.5544, 4.0122, 2.6714], [-2.0375, 3.1096, 2.2901], [1.4201, -0.7089, -1.2528], [1.2904, -1.7810, -2.6823], [-0.8032, 0.0648, -3.2168], [0.6083, 1.1190, -2.5503], [2.2384, 0.2209, -4.1223], [1.1376, -1.0895, -4.7009], [0.7122, 0.6704, -5.1301], [-0.4599, -1.9454, 1.8648], [-0.3641, 0.3234, 2.2937], [1.3812, -0.1129, 2.1963], [1.7787, 1.2045, 0.3061], [0.1431, 1.0754, -0.4413], [0.4255, 2.1790, 0.9757], [-1.1120, 0.9463, 5.2417], [-2.1458, 1.2163, 6.3272], [-1.7921, 2.3104, 7.2224], [-2.6516, 2.3894, 8.3996], [-4.1311, 2.7117, 8.1809], [-1.4920, 3.5860, 6.5861], [-2.5775, 4.2198, 5.7144], [-0.1282, 0.7467, 5.6728], [-1.4085, 0.0686, 4.6614], [-1.0243, 1.7816, 4.5427], [-2.2353, 0.2995, 6.9196], [-3.1228, 1.3783, 5.8519], [-2.2323, 3.1169, 9.1012], [-2.5895, 1.4280, 8.9225], [-4.2871, 3.7669, 7.9568], [-4.6910, 2.4973, 9.0951], [-4.5759, 2.1149, 7.3824], [-0.5944, 3.4597, 5.9718], [-1.1894, 4.3086, 7.3510], [-3.0725, 3.4929, 5.0671], [-2.1298, 4.9791, 5.0668], [-3.3344, 4.7253, 6.3139], [5.8486, -0.8588, -4.3170], [5.4086, 0.0902, -5.4237], [5.4575, 1.4981, -5.0527], [4.7945, 2.3695, -6.0183], [5.3913, 2.4591, -7.4241], [6.7369, 1.9850, -4.5542], [7.9570, 1.8514, -5.4683], [5.2562, -0.7115, -3.4106], [5.7118, -1.8925, -4.6428], [6.9047, -0.7357, -4.0677], [4.3730, -0.1678, -5.6711], [6.0054, -0.1146, -6.3222], [4.7231, 3.3784, -5.6007], [3.7559, 2.0315, -6.1137], [6.2931, 3.0711, -7.4431], [4.6729, 2.9352, -8.0967], [5.6250, 1.4786, -7.8430], [6.9581, 1.4668, -3.6154], [6.6330, 3.0344, -4.2594], [8.0036, 0.8815, -5.9676], [8.8710, 1.9560, -4.8770], [7.9819, 2.6344, -6.2259]], "atomic_forces_ev_per_a": [[-0.578, 1.099, 0.488], [1.579, 0.644, -0.202], [-1.779, -0.622, -0.003], [0.170, -0.850, -0.772], [0.429, -0.706, -0.408], [0.820, -0.336, -0.113], [-0.389, -0.471, -0.699], [0.266, 0.790, 0.142], [-0.607, 0.239, -0.234], [1.725, -1.358, 1.354], [0.992, -0.460, 0.371], [-0.137, 2.395, -1.348], [0.104, -0.591, -0.194], [-0.107, 0.810, 1.870], [-0.180, 0.495, -1.188], [-0.718, 0.265, 0.796], [-2.316, -1.624, 0.775], [1.482, 0.742, 1.229], [1.301, 0.716, -1.885], [0.515, -1.014, 0.044], [-0.494, -0.061, 0.921], [-0.356, 0.702, 0.999], [-0.827, 0.682, -0.227], [0.022, 0.519, 0.417], [1.277, 0.476, -0.175], [0.979, -0.920, -1.184], [-1.092, 0.224, 0.757], [-0.724, 1.079, 0.052], [1.034, 0.858, -0.262], [-0.743, -0.577, -0.576], [-0.159, 1.208, -0.619], [1.059, -0.252, 0.271], [-1.051, -0.337, 0.440], [-0.165, 1.319, 0.165], [0.031, 0.748, 0.834], [-0.667, -0.888, 0.562], [0.961, -0.670, -0.490], [-0.321, 0.283, 0.277], [-0.060, -1.056, 0.711], [-0.299, 0.029, -0.537], [1.077, 0.349, -0.072], [-0.754, -0.928, 0.225], [0.269, 0.618, -0.801], [1.078, -0.510, 0.386], [0.057, -0.953, 0.880], [0.685, -0.652, -0.861], [-0.901, 0.128, -0.672], [-1.016, -0.496, -0.316], [-0.798, 0.535, 0.995], [1.295, 0.338, 0.138], [-0.709, -0.834, -0.422], [-1.108, -0.006, -0.494], [-0.170, 1.144, 0.122], [0.821, -0.703, 0.557], [0.572, 0.552, -1.184], [0.752, -0.648, -0.980], [-1.076, 0.028, -0.703], [-1.279, -0.040, 0.089], [0.214, -0.080, 1.110], [0.077, -1.333, -0.326], [0.021, 0.092, -0.061], [0.092, 0.050, -0.053], [0.044, 0.018, 0.305], [0.038, -0.228, 0.079], [-0.163, 0.112, 0.128], [0.248, -0.003, -0.235], [-0.055, 0.245, -0.062], [-0.050, 0.076, 0.003], [-0.021, 0.027, 0.041], [0.024, -0.030, 0.018], [-0.082, 0.181, 0.149], [-0.086, -0.069, -0.095], [0.087, 0.052, -0.159], [0.059, -0.022, -0.154], [-0.025, -0.057, -0.076], [0.032, -0.009, -0.027], [0.050, 0.030, 0.011], [-0.073, -0.133, 0.018], [-0.109, -0.198, 0.128], [0.029, -0.003, 0.045], [-0.013, -0.053, 0.011], [-0.062, -0.096, -0.064], [0.094, 0.030, 0.039], [0.056, -0.041, 0.090], [-0.237, 0.259, 0.036], [-0.220, -0.112, 0.007], [0.009, 0.169, -0.165], [0.132, -0.172, 0.271], [0.215, 0.128, -0.017], [0.055, 0.065, -0.037], [0.000, 0.063, -0.014], [-0.054, -0.009, 0.028], [0.023, 0.245, -0.094], [0.021, -0.115, -0.079], [0.137, -0.070, 0.108], [0.083, -0.127, 0.071], [0.019, -0.093, -0.022], [0.008, -0.025, 0.034], [0.002, 0.030, 0.052], [-0.092, -0.083, -0.091], [-0.206, -0.054, -0.143], [-0.041, 0.030, 0.020], [-0.049, -0.018, -0.015], [-0.006, -0.116, -0.065]], "spin_multiplicity": 1, "orbital_gap_ev": 8.84, "homo_energy_ev": -8.2020, "smiles": "C#C[C@@]1([C@@H](C)CCC)NC(=O)[C@@H](NCCC)[C@@]1(OCCC)[C@@H](Cl)CC.CCN(CC)CC.CCN(CC)CC"}

***

{"formula": "C2H4N2O4", "method": "ωB97M-V/def2-TZVPD", "symbols": ["N", "N", "C", "C", "O", "O", "O", "O", "H", "H", "H", "H"], "xyz": [[1.6264, 0.6624, -0.0380], [-0.7058, 0.4584, 0.1618], [-2.1061, 0.4077, 0.1991], [0.1152, -0.3602, -0.3256], [2.6302, -0.1528, 0.5091], [-2.6533, -0.7839, -0.1020], [-2.7631, 1.3816, 0.3887], [0.4625, -1.4825, -0.4963], [2.3800, -1.0633, 0.2505], [-2.0017, -1.4576, -0.3501], [1.9742, 1.1374, -0.8709], [1.0413, 1.2528, 0.6737]], "atomic_forces_ev_per_a": [[-1.348, -0.215, 1.002], [-0.499, 1.037, -0.491], [0.554, -0.292, -1.088], [0.503, 0.164, 2.176], [-0.162, 0.666, -0.129], [-0.483, -0.389, 0.028], [-0.250, -0.116, 0.448], [-0.059, -0.578, -1.070], [-0.295, 0.249, -0.051], [0.009, 0.243, 0.219], [-0.005, 0.228, 0.417], [2.034, -0.995, -1.461]], "spin_multiplicity": 1, "orbital_gap_ev": 10.88, "homo_energy_ev": -10.6525}

***

{"formula": "Cl2H2NP", "method": "ωB97M-V/def2-TZVPD", "symbols": ["H", "N", "P", "Cl", "Cl", "H"], "xyz": [[1.8966, -1.8192, -1.6410], [2.1089, -0.9545, -1.2396], [2.2602, -0.4526, 0.2222], [2.9504, 1.4599, -0.0219], [-1.0473, 1.7207, 0.0694], [0.1849, 1.4275, 0.3521]], "atomic_forces_ev_per_a": [[-0.556, -1.516, -0.233], [0.805, 2.221, 1.904], [-0.228, -1.206, -1.743], [0.035, 0.395, 0.083], [0.475, -0.153, 0.136], [-0.530, 0.259, -0.148]], "spin_multiplicity": 1, "orbital_gap_ev": 9.29, "homo_energy_ev": -10.1630, "smiles": "[H]/N=P/Cl.Cl"}

***

{"formula": "C19H39NO5", "method": "ωB97M-V/def2-TZVPD", "symbols": ["C", "O", "N", "C", "C", "H", "H", "H", "H", "H", "H", "H", "C", "C", "C", "O", "C", "H", "H", "H", "H", "H", "H", "H", "H", "C", "C", "C", "O", "C", "H", "H", "H", "H", "H", "H", "H", "H", "C", "C", "C", "O", "C", "H", "H", "H", "H", "H", "H", "H", "H", "C", "C", "C", "O", "C", "H", "H", "H", "H", "H", "H", "H", "H"], "xyz": [[12.0542, -15.6065, -45.6690], [11.6925, -15.6871, -44.5223], [12.3558, -14.5048, -46.3835], [12.1822, -13.1285, -45.7916], [13.1423, -14.6549, -47.6557], [12.3027, -16.4981, -46.2652], [13.1557, -12.7053, -45.5439], [11.6031, -13.2062, -44.8715], [11.5761, -12.4681, -46.4119], [12.8905, -15.5412, -48.2380], [12.8651, -13.9052, -48.3968], [14.2316, -14.6592, -47.6178], [9.2217, -12.0278, -44.3322], [8.2438, -11.4352, -43.3059], [7.5683, -10.3391, -44.1504], [8.6326, -9.7564, -44.9118], [9.7047, -10.7102, -45.0253], [8.7159, -12.6181, -45.0963], [10.0555, -12.5440, -43.8563], [8.6540, -10.8403, -42.4899], [7.5319, -12.1162, -42.8395], [6.9512, -9.5924, -43.6508], [6.8226, -10.8564, -44.7541], [10.5347, -10.2204, -44.5161], [9.9292, -10.8860, -46.0774], [12.9011, -11.5383, -40.4997], [12.4532, -10.0589, -40.3324], [12.2781, -9.7414, -41.8645], [11.7005, -10.9092, -42.4574], [12.1875, -12.0136, -41.8312], [12.8312, -11.9636, -39.4985], [13.9800, -11.5473, -40.6547], [13.3570, -9.6608, -39.8710], [11.5419, -9.8447, -39.7741], [13.2231, -9.4479, -42.3216], [11.5084, -9.0115, -42.1157], [12.8802, -12.3830, -42.5874], [11.3363, -12.6863, -41.7264], [17.2654, -15.1431, -50.5989], [16.2697, -14.6153, -49.5978], [14.9151, -14.6210, -50.3079], [15.2173, -14.7275, -51.6796], [16.3915, -15.6344, -51.6445], [18.0762, -15.7935, -50.2708], [17.7422, -14.3208, -51.1323], [16.5358, -13.5952, -49.3210], [16.4196, -15.3582, -48.8144], [14.3566, -13.6975, -50.1553], [14.2223, -15.3985, -49.9862], [16.8698, -15.5665, -52.6217], [15.9866, -16.6463, -51.6311], [8.7604, -15.7890, -43.3442], [8.6488, -15.0170, -42.0186], [9.7883, -15.6961, -41.3164], [9.8879, -17.0506, -41.6679], [9.4461, -17.1291, -42.9898], [9.5018, -15.2330, -43.9181], [7.8998, -15.8802, -44.0069], [7.7188, -15.3657, -41.5694], [8.8091, -13.9389, -42.0258], [9.7647, -15.8115, -40.2328], [10.7279, -15.2428, -41.6322], [8.6490, -17.8698, -43.0542], [10.1279, -17.3425, -43.8130]], "atomic_forces_ev_per_a": [[1.691, -0.010, -2.030], [-1.174, 0.143, 1.585], [0.439, 1.083, -0.400], [-0.037, -1.178, 0.057], [-0.951, 0.150, -0.455], [-0.239, -0.212, 0.051], [-0.065, 0.125, -0.215], [0.331, -0.365, -0.033], [0.418, -0.175, -0.460], [-0.332, -0.477, 0.715], [-0.131, 0.525, 0.521], [-0.021, 0.219, 0.855], [0.354, 1.753, 0.530], [-0.742, 1.086, 0.075], [-0.368, -0.980, -0.470], [-0.780, -0.492, 0.202], [-0.427, 0.000, 0.427], [-0.076, -0.322, 0.285], [-0.109, -0.144, -0.172], [0.994, -0.568, 0.112], [-0.131, -0.159, -0.300], [0.707, 0.272, 0.395], [0.041, -0.001, -0.856], [0.308, -0.538, -0.110], [0.025, 0.151, -0.065], [-0.435, 0.329, -0.008], [0.896, -0.625, -2.200], [-1.006, 0.812, 0.778], [-0.612, 2.247, 0.045], [1.056, -1.293, 0.946], [-0.753, -1.070, -0.427], [0.011, 0.154, -0.345], [-0.508, 1.004, -0.048], [0.166, -0.368, 0.065], [0.156, -0.224, -0.130], [0.398, 0.559, 0.366], [0.554, -1.112, 0.627], [0.080, -0.498, 0.367], [1.008, 1.480, -0.759], [0.555, -0.215, 1.065], [-0.264, 0.604, 0.034], [1.433, -1.004, 0.269], [-2.049, -0.804, -3.419], [-0.425, -0.176, 0.255], [0.423, 0.308, 0.495], [-0.005, -0.247, 0.533], [-0.881, 0.569, 0.847], [0.170, 0.229, -0.058], [0.204, -0.585, 0.000], [-0.160, 0.100, -0.144], [0.094, -0.266, 0.724], [1.566, 1.052, -0.692], [-0.707, -1.828, -0.347], [0.076, -0.039, 2.680], [0.467, -0.164, -2.238], [-2.839, 1.387, -0.799], [0.082, 0.001, -0.365], [-0.196, -0.152, 0.505], [-0.123, 0.748, 0.490], [-0.340, -0.186, -0.233], [0.100, 0.892, 0.174], [0.676, 0.068, -0.122], [0.158, -0.984, 0.364], [1.251, -0.589, 0.460]], "charge": 1, "spin_multiplicity": 2, "orbital_gap_ev": [9.19, 2.97], "homo_energy_ev": [-11.5270, -11.5266]}

***

{"formula": "C3H6N3P", "method": "ωB97M-V/def2-TZVPD", "symbols": ["H", "N", "C", "P", "C", "N", "H", "C", "N", "H", "H", "H", "H"], "xyz": [[-0.7458, -3.1769, 0.3330], [-0.7362, -2.1989, 0.0234], [0.0364, -1.6754, -0.8054], [-0.2493, 0.0869, -1.4592], [1.3170, 1.1119, -0.6092], [2.1704, 0.3895, -0.1189], [3.1065, 0.7493, 0.1210], [-1.3403, 0.6520, -0.1504], [-1.7529, 1.8526, -0.2259], [-2.2684, 2.1225, 0.6401], [0.8266, -2.3517, -1.1628], [1.4050, 2.1260, -0.6084], [-1.5399, -0.0062, 0.6529]], "atomic_forces_ev_per_a": [[0.946, 0.424, -0.709], [-2.302, 0.801, 1.147], [1.152, -0.938, 0.057], [1.625, 0.448, 0.689], [-2.393, -3.121, -1.198], [2.652, -2.489, 0.537], [-0.872, 0.495, 0.313], [-0.391, 1.169, -0.455], [-0.357, 0.237, 0.815], [0.320, -0.297, -0.777], [0.318, 0.868, -0.706], [-0.454, 3.177, -0.646], [-0.243, -0.774, 0.932]], "spin_multiplicity": 1, "orbital_gap_ev": 9.72, "homo_energy_ev": -8.8882, "smiles": "[H]/N=C/P(/C=N/[H])/C=N/[H]"}